(1)
Molecular formula: C23H18ClN5O3
Method: DFT, wB97M-V/def2-TZVPD

Values from the calculation:
Net charge: 0
Kohn-Sham gap (Ha): 0.25180
HOMO energy (eV): -7.58
LUMO energy (eV): -0.73
Structure (SMILES): C[C@H](C(=O)NC1=CC2=NN(C)C(=O)[C@H]2C=C1)n1ccc(-c2cc(Cl)ccc2C#N)cc1=O
Spin multiplicity: 1

Geometry as XYZ:
```
50
C23H18ClN5O3 wB97M-V/def2-TZVPD
N 2.253 0.817 -3.350
O 0.683 -1.783 0.423
O -7.434 0.983 -1.314
O -1.727 0.349 3.513
Cl 8.656 1.024 -0.095
C 3.293 0.744 -2.807
N -4.473 -0.499 -2.359
C 1.574 -1.040 0.773
C -6.266 0.670 -1.490
C -1.084 -0.293 2.672
C -4.118 -0.065 -1.167
C 2.695 -0.756 -0.098
C -2.900 -0.426 -0.522
C 3.387 1.010 1.412
C -4.016 0.046 1.616
C 3.562 0.301 0.128
C -2.813 -0.349 0.848
C 2.379 0.638 2.279
C -5.097 0.664 1.001
C 7.017 1.040 -2.270
C 5.739 0.969 -2.884
C 5.973 0.649 -0.174
C 7.104 0.890 -0.900
C 4.559 0.751 -2.132
C 4.707 0.564 -0.745
N -1.611 -0.722 1.445
N -5.712 0.015 -2.558
N 1.473 -0.401 2.004
C -5.102 0.895 -0.520
C -6.551 -0.388 -3.692
C 0.505 -2.103 3.567
C 0.409 -0.632 3.032
H 2.729 -1.327 -1.031
H -2.058 -0.835 -1.111
H 4.151 1.712 1.743
H -4.047 -0.075 2.690
H 2.343 1.165 3.208
H -5.930 1.010 1.619
H 7.875 1.284 -2.874
H 5.599 1.094 -3.980
H 6.082 0.516 0.895
H -0.936 -1.234 0.855
H -4.726 1.921 -0.732
H -6.017 -0.220 -4.610
H -7.462 0.237 -3.722
H -6.860 -1.464 -3.640
H 1.513 -2.290 3.965
H 0.263 -2.816 2.813
H -0.196 -2.269 4.420
H 0.615 0.030 3.857
```

(2)
Molecular formula: C23H18F4MoN2O5S
Method: DFT, wB97M-V/def2-TZVPD

Values from the calculation:
Net charge: +2
Kohn-Sham gap (Ha): 0.23117
HOMO energy (eV): -15.07
LUMO energy (eV): -8.78
Spin multiplicity: 1

Geometry as XYZ:
```
54
C23H18F4MoN2O5S wB97M-V/def2-TZVPD
Mo 0.086 -0.249 -0.033
O -1.504 -0.747 -0.877
C -2.093 -1.656 -1.626
C -3.476 -1.698 -1.753
C -4.005 -2.679 -2.570
C -3.197 -3.600 -3.262
C -1.835 -3.544 -3.146
C -1.251 -2.557 -2.314
C 0.134 -2.425 -2.206
N 0.828 -1.559 -1.480
C 2.295 -1.682 -1.638
C 2.872 -0.373 -1.179
N 2.165 -0.051 0.069
C 2.892 0.314 1.101
C 2.440 0.773 2.351
C 3.357 1.103 3.375
C 2.895 1.633 4.551
C 1.521 1.859 4.730
C 0.596 1.563 3.746
C 1.065 1.011 2.559
O 0.237 0.730 1.566
H -4.095 -0.978 -1.239
H -5.079 -2.738 -2.686
H -3.661 -4.345 -3.892
H -1.201 -4.237 -3.685
H 0.728 -3.119 -2.800
H 2.534 -1.887 -2.680
H 2.656 -2.509 -1.021
H 2.672 0.419 -1.904
H 3.947 -0.429 -1.010
H 3.971 0.271 0.962
H 4.415 0.936 3.218
H 3.585 1.891 5.342
H 1.176 2.283 5.663
H -0.459 1.751 3.879
F -1.277 -4.468 4.151
C -1.039 -3.552 3.223
C 0.168 -3.582 2.553
C 0.413 -2.620 1.576
C -0.568 -1.666 1.321
C -1.778 -1.641 2.001
C -2.020 -2.601 2.964
H 0.898 -4.346 2.784
H 1.360 -2.648 1.049
H -2.527 -0.885 1.793
H -2.947 -2.629 3.520
F 0.254 2.402 -3.472
C -0.943 1.888 -3.257
F -1.827 2.399 -4.086
F -0.871 0.560 -3.443
S -1.499 2.241 -1.530
O -1.296 3.616 -1.296
O -2.730 1.566 -1.334
O -0.332 1.474 -0.762
```

(3)
Molecular formula: C23H18IN2O3PtS2
Method: DFT, wB97M-V/def2-TZVPD

Values from the calculation:
Net charge: +1
Kohn-Sham gap (spin up / spin down) (Ha): 0.14306 / 0.14337
HOMO energy (spin up / spin down) (eV): -11.06 / -11.06
LUMO energy (spin up / spin down) (eV): -7.17 / -7.16
Spin multiplicity: 1

Geometry as XYZ:
```
50
C23H18IN2O3PtS2 wB97M-V/def2-TZVPD
Pt -1.127 1.245 -0.230
C 1.412 -0.278 -3.360
C 0.835 0.817 -2.520
N 0.718 0.609 -1.220
N 1.400 -0.303 -0.605
C 1.161 -0.662 0.615
S -0.273 -0.271 1.506
S 2.540 -1.472 1.302
C 1.936 -2.570 2.646
C 2.830 -3.767 2.530
C 4.182 -3.627 2.844
C 5.051 -4.688 2.686
C 4.570 -5.908 2.229
C 3.221 -6.060 1.940
C 2.357 -4.986 2.058
C 0.550 2.098 -3.059
C 0.798 2.354 -4.424
C 0.834 3.626 -4.926
C 0.594 4.720 -4.073
C 0.242 4.521 -2.771
C 0.168 3.213 -2.202
O -0.178 3.092 -0.984
H 1.699 -1.106 -2.716
H 2.295 0.070 -3.891
H 0.678 -0.620 -4.089
H 0.887 -2.800 2.481
H 2.063 -2.049 3.593
H 4.539 -2.675 3.205
H 6.098 -4.564 2.912
H 5.253 -6.732 2.092
H 2.838 -7.017 1.623
H 1.312 -5.103 1.814
H 0.999 1.526 -5.081
H 1.064 3.795 -5.968
H 0.666 5.723 -4.467
H 0.019 5.351 -2.118
I -5.273 3.415 4.984
C -4.928 2.557 3.082
C -5.886 1.729 2.513
C -5.632 1.142 1.287
C -4.412 1.349 0.656
C -3.477 2.210 1.218
C -3.728 2.817 2.434
C -4.149 0.623 -0.662
O -5.104 0.320 -1.342
O -2.934 0.363 -0.948
H -6.818 1.539 3.024
H -6.362 0.499 0.819
H -2.528 2.451 0.698
H -2.999 3.484 2.866
```

(4)
Molecular formula: C23H18N2O2Pt
Method: DFT, wB97M-V/def2-TZVPD

Values from the calculation:
Net charge: +2
Kohn-Sham gap (spin up / spin down) (Ha): 0.25134 / 0.16764
HOMO energy (spin up / spin down) (eV): -14.27 / -14.56
LUMO energy (spin up / spin down) (eV): -7.43 / -9.99
Spin multiplicity: 5

Geometry as XYZ:
```
46
C23H18N2O2Pt wB97M-V/def2-TZVPD
Pt -0.706 -1.020 -0.518
C 1.287 -3.379 -2.307
O 1.576 -2.192 -1.513
C 2.162 -2.359 -0.271
C 3.022 -3.420 0.089
C 3.555 -3.492 1.374
C 3.394 -2.411 2.236
C 2.670 -1.312 1.857
C 2.001 -1.307 0.651
N 1.017 -0.344 0.432
N 1.130 0.662 1.228
C 0.457 1.826 0.821
C -0.299 1.891 -0.387
O -0.371 0.968 -1.282
C -0.831 3.233 -0.729
C -0.771 4.298 0.085
C -0.156 4.218 1.373
C -0.343 5.233 2.326
C 0.208 5.080 3.584
C 0.961 3.953 3.873
C 1.139 2.896 2.942
C 0.527 2.978 1.679
H 2.171 -3.691 -2.855
H 0.472 -3.098 -2.979
H 0.964 -4.218 -1.677
H 3.207 -4.275 -0.573
H 4.137 -4.341 1.626
H 3.833 -2.386 3.230
H 2.646 -0.412 2.454
H -1.262 3.226 -1.742
H -1.252 5.305 -0.171
H -0.904 6.060 1.905
H 0.081 5.878 4.315
H 1.430 3.850 4.805
H 1.626 1.962 3.276
C -4.182 -2.114 -3.541
C -3.899 -3.009 -2.527
C -2.996 -2.673 -1.514
C -2.389 -1.420 -1.543
C -2.831 -0.503 -2.462
C -3.713 -0.823 -3.456
H -4.964 -2.399 -4.308
H -4.391 -3.998 -2.539
H -2.888 -3.357 -0.681
H -2.471 0.500 -2.368
H -4.053 -0.063 -4.218
```

(5)
Molecular formula: C23H18N3O5PdS2
Method: DFT, wB97M-V/def2-TZVPD

Values from the calculation:
Net charge: +1
Kohn-Sham gap (spin up / spin down) (Ha): 0.19911 / 0.19908
HOMO energy (spin up / spin down) (eV): -11.56 / -11.56
LUMO energy (spin up / spin down) (eV): -6.15 / -6.15
Spin multiplicity: 1

Geometry as XYZ:
```
52
C23H18N3O5PdS2 wB97M-V/def2-TZVPD
Pd 1.422 0.225 0.919
O 2.241 1.553 -3.688
C 2.111 1.444 -2.365
O 1.177 1.855 -1.732
C 3.316 0.806 -1.731
C 4.489 0.646 -2.437
C 5.616 0.165 -1.775
C 5.519 -0.127 -0.434
C 4.293 0.036 0.200
N 3.210 0.480 -0.433
C 4.159 -0.290 1.664
O 5.110 -0.604 2.325
O 2.936 -0.174 2.126
H 1.451 2.005 -4.026
H 4.522 0.917 -3.481
H 6.549 0.038 -2.306
H 6.351 -0.489 0.153
C -2.330 1.974 -0.156
C -1.028 1.595 0.462
N -0.336 0.604 0.025
N -0.857 -0.160 -1.010
C -0.219 -1.258 -1.139
S 1.123 -1.787 -0.172
S -0.608 -2.472 -2.335
C -2.411 -2.235 -2.528
C -3.214 -2.867 -1.429
C -3.634 -4.187 -1.542
C -4.352 -4.787 -0.519
C -4.656 -4.069 0.629
C -4.246 -2.749 0.747
C -3.530 -2.150 -0.279
C -0.503 2.273 1.653
C -0.676 3.644 1.873
C -0.250 4.216 3.048
C 0.343 3.430 4.051
C 0.529 2.086 3.855
C 0.115 1.485 2.648
O 0.308 0.180 2.483
H -2.243 1.975 -1.241
H -2.667 2.941 0.204
H -3.083 1.230 0.111
H -2.614 -2.706 -3.490
H -2.585 -1.165 -2.619
H -3.398 -4.752 -2.437
H -4.676 -5.814 -0.619
H -5.217 -4.536 1.428
H -4.489 -2.183 1.636
H -3.217 -1.118 -0.191
H -1.140 4.259 1.113
H -0.377 5.279 3.201
H 0.667 3.891 4.974
H 0.999 1.446 4.590
```

| no. | F_max (eV/A) |
| --- | --- |
| 1 | 3.03 |
| 2 | 0.55 |
| 3 | 5.28 |
| 4 | 2.95 |
| 5 | 1.19 |